The following is a DFT calculation (the ωB97M-V functional and the def2-TZVPD basis) of a structure of composition C46H80F30N9O20S10.

Computed properties:
- spin multiplicity = 1
- net charge = -1
- molecular weight (g/mol) = 1969.80
- E (eV) = -293230.8310
- gap between HOMO and LUMO (Eh) = 0.28035

Last column: Löwdin charge in e.
CARTESIAN COORDINATES (ANGSTROEM)
C1 -5.65653 -3.87152 5.00857  -0.08
C2 -5.45940 -2.36243 5.16333  -0.22
C3 -6.77420 -1.59798 4.85010  -0.09
N1 -6.69486 -0.17902 5.43781  -0.27
C4 -5.47191 0.56715 4.95080  -0.10
C5 -5.55560 0.83639 3.49036  -0.17
C6 -6.86126 1.63850 3.13460  -0.14
C7 -8.07664 0.85480 3.60542  -0.18
C8 -7.95606 0.56677 5.07352  -0.12
C9 -6.60474 -0.35437 6.87354  -0.02
H1 -6.08954 -4.09946 4.00767  0.09
H2 -6.36896 -4.29631 5.73557  0.08
H3 -4.68819 -4.39310 5.06453  0.08
H4 -4.65941 -2.01809 4.47538  0.10
H5 -5.15958 -2.10610 6.16971  0.08
H6 -7.62382 -2.10112 5.31667  0.14
H7 -6.91803 -1.51582 3.78470  0.12
H8 -4.54409 0.05355 5.22972  0.15
H9 -5.51396 1.54749 5.44074  0.14
H10 -5.54672 -0.10862 2.93849  0.10
H11 -4.61854 1.28382 3.16746  0.09
H12 -6.92118 2.03965 2.12565  0.11
H13 -6.75012 2.58790 3.73153  0.13
H14 -8.19050 -0.08676 2.98440  0.14
H15 -9.04394 1.36132 3.50231  0.13
H16 -8.80936 -0.03937 5.38555  0.14
H17 -7.94375 1.52274 5.60334  0.14
H18 -5.80565 -0.99801 7.16947  0.09
H19 -7.55042 -0.71329 7.27075  0.12
H20 -6.37176 0.63658 7.31701  0.13
C10 0.89304 -3.44360 -1.42326  -0.10
C11 1.98019 -3.07055 -0.48808  -0.24
C12 1.86761 -3.21513 0.98513  -0.13
N2 2.80571 -4.20996 1.52714  -0.25
C13 2.58168 -4.20426 2.98028  -0.13
C14 3.31503 -5.29076 3.75720  -0.16
C15 2.98819 -6.72692 3.22794  -0.14
C16 3.40960 -6.59070 1.70995  -0.13
C17 2.55080 -5.55969 1.01303  -0.12
C18 4.21810 -3.79482 1.28166  0.02
H21 0.61273 -4.47329 -1.51377  0.06
H22 1.17122 -3.10119 -2.41816  0.09
H23 -0.03887 -2.90773 -1.17016  0.07
H24 2.05397 -2.01626 -0.65979  0.09
H25 2.90931 -3.42993 -0.93853  0.12
H26 0.84472 -3.53374 1.27233  0.11
H27 2.05814 -2.30866 1.58119  0.13
H28 1.52396 -4.36300 3.18821  0.12
H29 2.91396 -3.22815 3.34758  0.13
H30 2.96741 -5.16892 4.80772  0.13
H31 4.39163 -5.14548 3.86291  0.11
H32 1.93433 -6.94057 3.34312  0.09
H33 3.48052 -7.51254 3.82564  0.11
H34 3.08150 -7.54983 1.24172  0.13
H35 4.48031 -6.34774 1.70519  0.11
H36 1.49870 -5.68302 0.99100  0.10
H37 2.68303 -5.56381 -0.07635  0.14
H38 4.49596 -3.85038 0.26674  0.10
H39 4.87352 -4.41353 1.88410  0.09
H40 4.47879 -2.79551 1.63908  0.05
C19 4.16998 1.07689 -3.52203  -0.09
C20 5.66800 1.49399 -3.56391  -0.21
C21 5.78331 2.95057 -4.06816  -0.10
N3 7.15662 3.35417 -4.63389  -0.26
C22 6.93367 4.77280 -5.19166  -0.12
C23 8.23724 5.38632 -5.59831  -0.17
C24 9.20165 5.44900 -4.38274  -0.18
C25 9.42706 4.11652 -3.74407  -0.18
C26 8.13499 3.41016 -3.46019  -0.10
C27 7.61225 2.41852 -5.65965  0.01
H41 3.68468 1.14784 -4.49766  0.08
H42 3.54418 1.52875 -2.76799  0.05
H43 4.19363 -0.03603 -3.33472  0.09
H44 6.11432 0.71389 -4.18199  0.10
H45 6.17100 1.36431 -2.59147  0.09
H46 5.63269 3.65957 -3.25139  0.14
H47 5.05979 3.13462 -4.83661  0.12
H48 6.45405 5.38884 -4.39477  0.15
H49 6.18074 4.78226 -5.99211  0.14
H50 8.01477 6.44141 -5.88227  0.14
H51 8.62656 4.93870 -6.49787  0.11
H52 8.70586 6.17004 -3.72568  0.12
H53 10.09767 6.00107 -4.63114  0.12
H54 9.93686 4.21986 -2.78531  0.13
H55 10.06276 3.48102 -4.36211  0.12
H56 7.64005 4.03620 -2.68527  0.15
H57 8.17907 2.38892 -3.01846  0.15
H58 6.94870 2.47549 -6.54305  0.13
H59 7.63448 1.39079 -5.30867  0.10
H60 8.59542 2.73709 -6.00154  0.10
C28 -4.80401 0.66627 0.39675  -0.09
C29 -3.65773 0.22190 -0.46026  -0.23
C30 -2.90427 1.42713 -0.97301  -0.09
N4 -1.90681 1.10184 -2.10208  -0.20
C31 -0.99594 2.28200 -2.40697  -0.09
C32 0.05940 2.47243 -1.27822  -0.12
C33 0.82536 1.15527 -1.12166  -0.17
C34 -0.16387 0.12900 -0.62591  -0.17
C35 -1.10434 -0.12758 -1.75200  -0.11
C36 -2.79011 0.86333 -3.28476  0.01
H61 -4.32419 0.96168 1.31912  0.05
H62 -5.47642 -0.17397 0.69866  0.10
H63 -5.39011 1.46450 -0.05329  0.09
H64 -4.15146 -0.24717 -1.33290  0.11
H65 -3.13162 -0.54326 0.09072  0.11
H66 -2.33790 1.83687 -0.11543  0.14
H67 -3.64915 2.14100 -1.31241  0.10
H68 -1.62881 3.15072 -2.39489  0.09
H69 -0.51491 2.09878 -3.36757  0.14
H70 -0.46447 2.74835 -0.32605  0.11
H71 0.64092 3.36801 -1.57999  0.12
H72 1.61032 1.30338 -0.37365  0.10
H73 1.40547 0.92754 -2.00310  0.10
H74 -0.73791 0.44982 0.22075  0.09
H75 0.21649 -0.81484 -0.29871  0.09
H76 -1.84277 -0.95824 -1.62115  0.13
H77 -0.52273 -0.34280 -2.63696  0.14
H78 -3.10695 1.69456 -3.84508  0.09
H79 -3.68127 0.29048 -3.07616  0.09
H80 -2.33454 0.24836 -4.04498  0.10
C37 -2.32354 3.33654 4.03681  -0.60
F1 -3.50235 3.92215 3.86032  0.12
F2 -2.20571 3.31619 5.42856  0.07
F3 -2.33430 2.06170 3.51595  0.07
S1 -1.00355 4.22446 3.17966  0.52
O1 -1.33133 4.03187 1.82943  -0.26
O2 -0.98485 5.49381 3.86000  -0.28
N5 0.28428 3.48007 3.64950  -0.30
S2 1.03267 2.16030 3.03291  0.74
O3 -0.01267 1.28998 2.42619  -0.35
O4 2.35001 2.41578 2.34892  -0.33
C38 1.57491 1.22068 4.57113  -0.73
F4 2.40367 1.99148 5.25783  0.15
F5 0.50128 0.96425 5.26901  0.16
F6 2.20222 0.11445 4.26246  0.16
C39 5.18307 1.48000 0.26610  -0.60
F7 4.53420 2.09634 -0.75255  0.10
F8 6.51808 1.67164 -0.10116  0.04
F9 4.94533 2.00269 1.44729  0.16
S3 4.96696 -0.34691 0.29446  0.51
O5 3.60250 -0.52535 0.68945  -0.27
O6 5.31159 -0.72088 -1.01352  -0.27
N6 6.00535 -0.91796 1.32211  -0.29
S4 5.77804 -0.85733 2.94207  0.71
O7 5.69181 0.51674 3.46768  -0.28
O8 4.86498 -1.93322 3.43279  -0.33
C40 7.40381 -1.57708 3.38549  -0.66
F10 8.38937 -0.69326 3.16168  0.13
F11 7.45888 -1.88257 4.68497  0.13
F12 7.55926 -2.74410 2.71350  0.11
C41 -4.21811 5.62121 -1.33709  -0.67
F13 -4.20849 6.95089 -1.41835  0.14
F14 -3.06184 5.15187 -0.86131  0.12
F15 -5.13089 5.27627 -0.39325  0.10
S5 -4.55905 4.81005 -2.91372  0.56
O9 -4.98736 3.52680 -2.44194  -0.30
O10 -5.50773 5.64253 -3.53787  -0.26
N7 -3.14923 4.66141 -3.69272  -0.30
S6 -2.53919 5.94357 -4.45587  0.67
O11 -2.71913 5.94308 -5.92257  -0.32
O12 -2.66362 7.18523 -3.64444  -0.33
C42 -0.69639 5.59907 -4.30656  -0.72
F16 -0.48063 5.52383 -2.89532  0.04
F17 -0.43020 4.46326 -4.85220  0.16
F18 0.00142 6.48878 -4.84807  0.22
C43 -1.86384 -5.70093 0.53786  -0.71
F19 -0.71440 -5.36881 -0.09739  0.09
F20 -2.77764 -4.76375 0.47242  0.16
F21 -2.17472 -6.83943 -0.03463  0.17
S7 -1.48595 -5.91269 2.28094  0.64
O13 -2.75138 -6.24738 2.84682  -0.27
O14 -0.36786 -6.78516 2.15702  -0.29
N8 -0.93243 -4.38560 2.77877  -0.29
S8 -1.94149 -3.29080 3.27648  0.58
O15 -3.14377 -3.13208 2.44626  -0.33
O16 -2.17015 -3.18498 4.71081  -0.31
C44 -1.01291 -1.74850 2.88027  -0.63
F22 0.17760 -1.71268 3.50200  0.13
F23 -0.80399 -1.71648 1.56427  0.12
F24 -1.88599 -0.75205 3.23662  0.09
C45 -5.27318 -0.59566 -6.64950  -0.63
F25 -5.15300 0.20589 -5.60611  0.13
F26 -6.31404 -1.44266 -6.47906  0.12
F27 -5.42159 0.29011 -7.70669  0.09
S9 -3.73173 -1.56082 -6.88305  0.54
O17 -3.94267 -2.45857 -8.00164  -0.29
O18 -2.81200 -0.51224 -7.06077  -0.28
N9 -3.52342 -2.24982 -5.49079  -0.31
S10 -3.67860 -3.74509 -4.98951  0.66
O19 -5.02617 -4.17430 -4.62211  -0.31
O20 -2.85420 -4.77947 -5.72881  -0.34
C46 -2.82758 -3.56473 -3.36531  -0.66
F28 -1.50543 -3.26210 -3.54281  0.09
F29 -3.37891 -2.63522 -2.60769  0.13
F30 -2.95588 -4.75879 -2.75600  0.12

Force components x, y, z for each atom (eV/Å):
-0.22 -0.28 -0.71
-0.35 0.10 -0.99
1.37 -0.15 0.46
-0.12 -1.19 -0.84
-0.13 0.77 0.18
-0.78 -0.46 -1.48
1.30 1.20 1.18
-0.11 -0.79 -1.19
-0.02 -0.17 0.12
-0.36 1.89 1.66
0.41 0.15 0.52
0.36 0.24 -0.02
-0.42 0.21 0.06
-0.40 -0.34 0.36
0.40 -0.44 -0.04
-0.07 0.25 -0.01
-0.13 -0.04 -0.16
-0.47 -0.04 0.09
0.12 -0.26 0.35
-0.09 -0.06 0.05
-0.23 0.53 0.22
0.11 -0.66 -0.27
-0.41 -0.67 -0.26
0.15 0.92 0.75
0.33 0.24 -0.21
0.22 0.01 0.35
0.04 -0.19 0.22
0.22 -0.24 0.02
-0.04 -0.07 -0.03
-0.36 -0.51 -0.15
-1.69 0.25 -0.50
1.07 1.17 -1.18
-1.30 -0.04 0.67
0.88 0.46 0.32
0.43 -0.24 1.79
-0.52 -0.92 1.43
0.81 1.73 -0.38
-1.81 -2.07 1.26
0.84 0.10 -1.43
0.75 0.33 1.15
0.17 -0.62 0.05
0.00 0.02 -0.12
0.22 -0.23 -0.07
0.44 0.87 0.04
0.17 -0.17 0.54
0.57 -0.07 -0.12
0.10 -0.06 -0.68
-0.15 0.27 -0.39
-0.28 -0.09 -0.09
0.01 -0.08 -0.57
0.07 0.09 -0.45
-0.42 0.16 -0.32
0.34 0.37 -0.60
1.10 0.52 -0.04
-0.38 -0.53 -0.60
-1.17 -0.66 1.14
0.85 0.21 0.12
0.02 -0.36 -1.21
-0.03 -0.25 -0.18
-1.03 -0.26 -0.14
0.67 -1.91 -0.03
-0.64 0.19 0.33
0.90 -1.02 0.58
-1.19 0.85 0.98
-0.31 0.09 0.55
0.24 1.52 0.30
-0.96 1.16 -0.87
0.69 -0.87 -0.15
-1.35 0.18 1.15
0.10 0.11 -1.45
0.16 0.39 -0.08
0.09 0.29 0.17
-0.23 1.16 0.17
0.23 0.48 -0.45
-0.53 0.17 -0.19
-0.26 -0.19 -0.05
-0.31 0.12 -0.57
0.51 -0.70 -0.19
0.37 -0.63 0.06
0.10 -0.67 0.08
0.40 -0.38 -0.20
-0.10 -0.37 0.52
0.52 -0.36 -0.29
0.05 -0.03 -0.01
0.19 0.09 -0.12
-0.11 -0.48 -0.50
0.30 0.67 -0.58
0.12 -0.03 0.55
0.08 0.22 0.21
0.05 -0.21 0.11
-0.30 -0.44 1.12
-1.45 -0.81 -1.84
1.22 -0.14 1.38
-1.51 0.41 -0.11
0.32 -0.08 1.75
-0.86 0.12 -0.64
0.97 1.51 2.08
-0.41 -0.20 -0.75
-1.35 -0.81 -0.87
0.21 -1.82 -0.89
-0.30 0.71 0.25
0.48 0.48 -0.58
-0.01 0.11 0.09
0.54 -0.26 0.33
0.65 -0.05 -0.04
-0.18 0.19 -0.60
0.39 0.27 -0.43
-0.37 0.33 -0.62
-0.23 -0.01 -0.04
0.58 -0.24 -0.71
-0.01 -0.67 0.23
-0.12 -0.01 0.24
-0.32 -0.58 -0.69
0.08 0.65 0.65
0.76 -0.50 -0.08
0.73 0.72 0.01
0.01 -0.22 -0.47
-0.12 1.86 0.12
-0.09 0.01 0.67
0.91 -0.35 -0.03
-0.10 -0.80 1.44
-0.52 -0.26 -0.66
0.38 -0.68 -1.89
-0.70 1.18 1.28
1.87 0.37 2.90
-0.73 0.28 -2.23
-0.53 -0.19 -0.95
2.27 -1.60 -0.05
-0.45 0.42 -1.90
2.40 0.83 0.36
-3.59 -0.45 1.50
-0.02 1.72 -1.09
0.19 0.18 0.51
-0.76 -0.47 0.90
0.17 -0.69 -0.35
1.71 0.01 -0.54
-0.47 -0.27 1.15
-0.63 0.19 0.79
0.03 0.40 -1.11
-1.25 0.47 1.91
-0.44 0.01 0.29
1.00 -0.75 -2.25
0.05 0.30 1.14
-1.95 0.42 0.24
0.25 -2.91 -0.57
1.60 2.48 -0.62
0.49 -0.27 0.35
-0.24 -0.78 -0.45
-0.30 0.15 -0.12
0.41 1.02 0.16
0.29 0.37 1.44
0.14 -0.49 0.18
0.48 0.37 -0.06
-0.18 0.23 -0.61
1.15 -0.71 -0.40
0.32 -0.79 -0.23
-1.00 0.98 -0.97
-0.75 0.47 0.06
0.16 1.92 -0.10
0.00 0.11 2.54
-0.07 -2.00 -2.01
-3.93 -1.17 3.74
0.56 0.08 -2.26
0.87 -2.17 -0.44
2.01 2.66 -0.83
1.38 0.42 0.08
-0.30 0.99 0.09
-0.29 -0.10 -1.36
-1.42 -0.61 -0.04
0.28 2.92 0.29
0.10 -0.55 0.70
0.66 -0.66 1.12
-0.26 -2.62 -0.64
-2.33 0.85 0.04
1.04 -0.18 0.96
0.44 -0.48 -0.73
-0.68 -0.53 0.29
-0.97 0.66 -0.18
0.00 0.47 0.13
1.71 -0.69 -0.29
0.02 0.38 -0.88
-0.28 -0.12 0.87
0.36 1.22 -0.46
-0.53 -1.78 0.77
-0.79 -2.12 -1.27
-0.21 0.51 1.03
1.64 1.50 0.09
-0.07 -0.43 0.67
0.53 -2.97 -2.30
1.30 0.89 -0.34
-1.92 2.99 1.92
0.64 -0.65 -0.83
-1.09 -0.36 0.48
-0.01 0.31 0.39
0.52 0.68 0.03